DFT (wB97M-V/def2-TZVPD) results for a molecular structure, C25H46Be2BrF9N2O11PS2 at a distorted geometry.

```
99
Properties=species:S:1:pos:R:3:forces:R:3:lowdin_charge:R:1
O 2.9061 -7.5477 5.9008 0.273 -0.763 0.302 -0.262
S 2.6011 -6.3847 5.1654 0.663 -1.922 1.997 0.565
O 3.8247 -5.6125 4.7915 -1.581 2.815 -1.687 -0.328
N 1.6410 -5.4265 6.0358 -0.200 -0.996 -1.950 -0.268
S 0.3642 -4.9688 5.2435 -0.316 2.288 2.484 0.585
O -0.4341 -4.1806 6.0993 -1.073 -0.174 0.590 -0.216
O 0.7673 -4.1484 4.0743 1.353 -0.620 -1.761 -0.509
C -0.7519 -6.3507 4.6824 0.163 -0.535 -0.304 -0.683
F -1.3321 -5.9507 3.5652 -0.283 0.173 -0.186 0.154
F -0.0922 -7.4797 4.4376 0.353 -0.025 -0.065 0.143
F -1.6314 -6.5870 5.6168 -0.202 0.205 0.166 0.205
H 2.0304 -6.8182 4.0064 -0.011 0.706 0.075 0.039
Be 2.9678 -4.3291 3.7987 -0.297 -2.110 -1.069 0.429
C 0.1588 -0.2300 3.0948 -0.564 -0.563 -0.536 -0.090
C 1.2933 -0.8009 3.9538 -0.748 2.520 0.362 -0.529
O 2.3427 -0.0581 3.8933 0.226 -1.024 0.044 -0.048
H 0.4461 -0.1654 2.0459 0.093 0.113 0.031 0.057
H -0.7109 -0.9162 3.1669 -0.026 -0.046 -0.001 0.056
H -0.1695 0.7567 3.4160 0.164 0.008 0.158 0.062
H 1.3901 -1.9038 3.5315 0.088 -1.050 -0.917 0.058
H 0.8891 -0.9880 4.9730 0.282 -0.510 0.090 0.122
Be 0.1248 -3.2683 2.1899 1.333 0.587 0.733 0.820
C -0.2979 4.2242 3.6796 0.058 -0.100 -0.186 -0.164
C -1.2250 5.0089 2.7546 -0.082 0.036 0.133 -0.162
C -2.2790 3.9620 2.4169 0.101 -0.070 -0.144 -0.199
O -2.3768 3.0995 3.5627 -0.035 0.052 -0.139 -0.169
C -1.2875 3.3591 4.4438 -0.015 0.067 0.213 -0.218
H 0.3108 4.8473 4.3323 -0.019 0.016 0.008 0.113
H 0.3719 3.5977 3.0856 0.019 0.004 0.033 0.115
H -1.6792 5.8413 3.2972 -0.014 -0.002 -0.012 0.113
H -0.7293 5.4091 1.8726 0.000 -0.043 -0.023 0.117
H -1.9729 3.3575 1.5569 -0.013 0.063 -0.041 0.121
H -3.2569 4.3947 2.2050 -0.031 -0.050 0.052 0.120
H -1.6717 3.8849 5.3250 0.057 -0.015 0.047 0.117
H -0.8592 2.4089 4.7679 -0.020 -0.006 0.045 0.100
C 0.1821 -1.0445 -4.4946 0.050 -0.164 -0.085 -0.101
C -0.4462 -1.7379 -3.2932 -0.100 0.125 -0.071 -0.266
C -0.5256 -0.8225 -2.0735 0.003 -0.073 0.112 -0.211
C 0.8284 -0.3316 -1.5538 -0.100 0.091 -0.065 -0.204
C 1.8233 -1.4230 -1.1726 -0.050 0.480 -0.232 -0.218
C 1.3522 -2.3079 -0.0243 0.111 -0.656 0.122 -0.179
H 1.2083 -0.7436 -4.2816 -0.005 0.104 -0.071 0.063
H 0.2029 -1.7102 -5.3597 0.006 0.007 -0.012 0.070
H -0.3866 -0.1549 -4.7694 0.056 0.046 0.053 0.085
H 0.1142 -2.6495 -3.0606 0.027 -0.032 0.053 0.093
H -1.4580 -2.0629 -3.5513 0.001 -0.001 0.032 0.103
H -1.0688 -1.3429 -1.2751 -0.029 0.003 0.066 0.093
H -1.1322 0.0527 -2.3230 -0.030 -0.014 -0.016 0.113
H 0.6525 0.3066 -0.6804 0.030 0.023 0.005 0.109
H 1.2903 0.3116 -2.3069 0.024 -0.017 0.011 0.093
H 2.7590 -0.9440 -0.8758 0.012 -0.072 0.043 0.124
H 2.0605 -2.0434 -2.0402 -0.055 -0.074 0.069 0.113
H 1.1619 -1.7046 0.8641 -0.005 0.362 0.274 0.012
H 2.1138 -3.0448 0.2251 0.030 -0.008 0.009 0.000
H 0.4351 -2.8534 -0.2821 -0.190 -0.067 -0.150 0.053
C -4.2388 -0.1856 3.2932 0.029 -0.012 0.066 -0.071
C -4.6049 -1.5239 3.2197 0.077 0.131 -0.012 -0.082
C -4.9639 -2.0784 2.0018 0.004 -0.276 0.152 -0.021
C -4.9457 -1.2820 0.8726 0.087 0.119 0.262 -0.149
C -4.5920 0.0544 0.9302 0.035 0.207 -0.169 0.020
C -4.2373 0.6025 2.1512 0.000 -0.043 0.120 -0.046
N -5.2963 -1.8642 -0.4300 0.046 0.096 0.015 -0.352
O -5.6236 -3.0367 -0.4651 0.001 -0.056 0.046 0.065
O -5.2236 -1.1298 -1.3862 -0.090 -0.103 -0.250 0.095
H -3.9531 0.2464 4.2436 0.003 0.040 -0.008 0.108
H -4.6077 -2.1355 4.1121 -0.033 -0.021 0.007 0.101
H -5.2481 -3.1186 1.9433 -0.045 0.003 -0.167 0.113
H -4.5859 0.6676 0.0400 -0.016 -0.109 -0.099 0.129
H -3.9551 1.6429 2.2174 0.031 0.007 0.010 0.093
C 3.6148 2.9762 -5.7138 0.014 0.028 0.150 -0.068
C 2.3385 2.1994 -5.4475 0.103 0.167 -0.203 -0.282
O 2.0951 1.9787 -4.0703 -0.179 -0.407 0.129 -0.183
C 1.9474 3.1342 -3.2692 0.039 0.307 0.039 -0.276
C 0.7840 4.0219 -3.6817 -0.056 -0.126 -0.146 -0.071
H 4.4657 2.4823 -5.2452 0.054 0.023 -0.057 0.071
H 3.7989 3.0510 -6.7864 -0.008 -0.033 -0.012 0.078
H 3.5649 3.9889 -5.3117 0.002 0.022 -0.065 0.070
H 2.4202 1.2102 -5.9006 -0.041 -0.080 0.132 0.112
H 1.4741 2.6864 -5.9173 0.009 0.027 0.048 0.106
H 2.8831 3.7018 -3.2449 0.010 0.009 -0.018 0.112
H 1.7771 2.7741 -2.2532 0.026 -0.126 -0.022 0.108
H 0.9292 4.4434 -4.6773 0.047 0.067 0.025 0.065
H 0.6761 4.8516 -2.9817 0.004 -0.016 0.024 0.074
H -0.1471 3.4520 -3.6980 -0.023 0.032 0.061 0.079
C -5.0676 0.9239 -4.0274 0.158 -0.157 -0.011 -0.036
C -4.4541 2.2325 -3.5346 -0.237 -0.628 -0.242 -0.763
O -3.2607 2.1846 -3.1407 0.119 0.254 0.201 -0.011
O -5.1744 3.2459 -3.5520 0.168 0.287 0.163 -0.013
H -4.3521 0.1012 -3.9648 -0.009 0.054 0.031 0.058
H -5.9345 0.6769 -3.4141 -0.049 0.033 -0.052 0.061
H -5.3863 1.0299 -5.0654 -0.067 0.080 0.035 0.069
Br 2.4932 -5.2941 1.8370 0.371 1.142 1.107 0.316
F 6.9853 0.8709 -3.6541 -0.347 0.147 0.646 -0.236
P 7.3956 2.4773 -3.4766 -0.047 -0.194 0.039 0.405
F 6.4050 3.8141 -3.5633 0.093 -0.228 -0.670 -0.231
F 8.6128 3.5178 -3.9027 -0.522 0.323 0.071 -0.223
F 6.5583 2.3910 -2.0388 0.520 -0.260 0.083 -0.234
F 7.1280 2.3496 -5.1171 0.417 0.549 0.042 -0.234
F 8.6658 1.8813 -2.5845 -0.173 -0.368 -0.191 -0.232
```
Positions in Å, forces in eV/Å.

Its charge is -1.

DFT (wB97M-V/def2-TZVPD) results for a single C4H6O2 molecule at a distorted geometry.

```
12
Properties=species:S:1:pos:R:3:forces:R:3:lowdin_charge:R:1
O 0.4130 -1.4870 -1.0871 -0.582 0.009 -0.138 0.012
C 0.1147 -0.6373 -0.0408 -1.337 2.158 -0.869 -0.234
C 1.2983 0.2668 0.2555 0.274 -0.001 0.345 -0.161
O 0.6013 1.4754 0.5260 0.176 0.325 0.191 -0.077
C -0.5563 1.0594 -0.1231 0.459 -0.711 -0.735 -0.198
C -1.2668 -0.0228 0.5035 0.907 -1.103 -0.018 -0.056
H -0.0294 -2.3411 -1.0532 -0.216 0.176 0.353 0.102
H 2.0044 0.0172 1.0505 -0.083 -0.175 0.185 0.119
H 1.8545 0.3838 -0.6884 -0.062 -0.082 0.292 0.132
H -0.9123 1.6766 -0.9446 -0.026 -0.262 0.095 0.141
H -2.2051 -0.2247 -0.0344 0.654 -0.470 0.080 0.123
H -1.3786 -0.0856 1.5784 -0.164 0.136 0.218 0.100
```
Positions in Å, forces in eV/Å.

Its structure (SMILES) is O[C@@]12CO[C@@H]1C2.

DFT (wB97M-V/def2-TZVPD) results for a single C4H6N4 molecule at a distorted geometry.

```
14
Properties=species:S:1:pos:R:3:forces:R:3:lowdin_charge:R:1
H -2.6121 -1.5930 -0.1935 0.862 0.251 -0.285 0.045
N -1.5836 -1.7102 -0.1749 0.464 2.138 1.224 0.099
C -0.9448 -0.5701 0.0812 -4.095 -3.378 -1.218 -0.474
C -1.5407 0.7633 -0.0794 1.688 2.428 -0.025 -0.047
N 0.3569 -0.7763 0.3335 1.695 3.662 -0.116 0.090
C 1.3446 0.2383 0.1374 -0.116 -1.827 -0.375 -0.321
C 2.6399 -0.5396 -0.0112 -3.508 3.286 0.942 -0.141
N 3.6194 -1.0592 -0.1873 2.886 -1.706 -0.495 0.166
N 1.1365 1.5011 -0.0535 1.148 -2.178 1.266 0.134
H 2.0392 1.9691 0.0243 -0.033 0.062 -0.610 0.076
H -2.5190 0.7316 -0.4719 -0.938 -0.413 -0.813 0.058
H -0.8077 1.3628 -0.7297 -1.597 -0.779 0.664 0.088
H -1.6488 1.4180 0.8091 0.549 -0.699 -0.030 0.097
H 0.5200 -1.7359 0.5159 0.996 -0.847 -0.129 0.130
```
Positions in Å, forces in eV/Å.

Its structure (SMILES) is [H]/N=C(\C)N/C(C#N)=N/[H].

DFT (wB97M-V/def2-TZVPD) results for a molecular structure, C3H9N3O2 at a distorted geometry.

```
17
Properties=species:S:1:pos:R:3:forces:R:3:lowdin_charge:R:1
C 1.6519 0.9662 -0.3128 -0.021 -0.057 -0.701 -0.027
C 0.9478 -0.3541 -0.1762 -1.115 0.339 2.727 -0.441
O 0.1682 -0.4232 -1.9743 -2.302 0.130 0.935 -0.080
O 1.4604 -1.3904 0.1501 0.067 0.032 -0.568 0.059
H 0.1973 -1.3715 -2.1627 -0.187 -0.052 0.026 0.081
H 1.0392 1.7041 -0.8208 -0.058 -0.025 0.098 0.075
H 1.9127 1.3433 0.6760 0.061 -0.107 -0.021 0.089
H 2.5463 0.7859 -0.9099 0.119 0.023 0.150 0.092
C -0.7612 -0.1894 0.3340 2.730 -0.230 0.343 -0.612
N -0.9036 1.1368 0.8894 -0.423 0.457 -0.610 0.076
N -1.1151 -1.2387 1.2451 -0.313 -0.345 0.042 0.082
N -1.2859 -0.4022 -0.9341 0.968 0.068 -2.035 0.181
H -0.3021 -1.6042 1.7301 0.102 0.066 -0.117 0.073
H -1.5448 -2.0183 0.7609 0.104 0.086 -0.048 0.076
H -1.8847 1.3630 1.0205 -0.002 -0.102 0.131 0.080
H -0.4672 1.2270 1.7998 0.030 -0.267 -0.110 0.086
H -1.6592 0.4658 -1.3149 0.242 -0.016 -0.239 0.110
```
Positions in Å, forces in eV/Å.

DFT (wB97M-V/def2-TZVPD) results for 12 unconnected molecules or ions with the total composition C24H36N12 at a distorted geometry.

```
72
Properties=species:S:1:pos:R:3:forces:R:3:lowdin_charge:R:1
C -0.7105 -5.0924 -1.1793 -0.701 -0.250 0.380 -0.090
C 0.4097 -5.9434 -1.4713 4.233 -2.837 -0.714 -0.287
N 1.2816 -6.7153 -1.6974 -3.144 2.848 0.772 0.116
H -0.5352 -4.0960 -0.7738 0.518 0.018 -0.571 0.068
H -1.2188 -5.5974 -0.3579 -0.549 -0.117 -0.227 0.079
H -1.3017 -5.0861 -2.0950 -0.407 0.406 0.341 0.078
C -4.5363 0.7779 2.6547 0.103 0.799 0.944 -0.061
C -3.1416 1.2256 2.4573 3.093 0.250 -0.518 -0.238
N -2.0125 1.5423 2.3128 -3.672 -0.911 0.502 0.144
H -4.9986 0.2647 1.8114 0.275 0.188 0.042 0.084
H -5.1000 1.6528 2.9785 -0.243 0.312 -0.737 0.083
H -4.6549 0.2115 3.5783 0.556 -0.650 -0.246 0.081
C -2.9444 -0.1602 -4.1890 0.356 0.436 -0.852 -0.086
C -2.7756 -1.4080 -3.4515 0.120 -2.071 1.963 -0.270
N -2.6132 -2.3942 -2.8331 -0.385 2.591 -1.735 0.129
H -3.8849 0.3840 -4.1029 -0.279 -0.654 0.369 0.076
H -2.8161 -0.3738 -5.2502 -0.013 -0.053 -0.063 0.086
H -2.1848 0.5798 -3.9373 0.265 -0.309 0.251 0.045
C 0.2734 3.4300 -1.8046 0.150 -0.020 0.029 -0.108
C 1.3387 4.2662 -2.2606 2.410 2.393 -0.921 -0.310
N 2.1817 4.9973 -2.5958 -1.331 -1.421 0.544 0.132
H -0.4311 3.3633 -2.6336 -0.192 -0.440 0.338 0.073
H -0.1456 3.9166 -0.9238 -0.293 -0.286 -0.003 0.090
H 0.7509 2.4821 -1.5567 -0.565 -0.221 -0.045 0.034
C 0.1291 0.2489 4.8398 -0.244 -0.227 -0.220 -0.055
C 1.2123 -0.1449 3.9813 -0.895 0.268 0.943 -0.284
N 2.0838 -0.3800 3.3003 1.661 -0.582 -1.449 0.186
H -0.7768 -0.1704 4.4020 -0.193 0.206 0.157 0.059
H 0.1110 1.3375 4.7878 -0.339 -0.051 0.473 0.086
H 0.2923 -0.1686 5.8333 -0.102 0.362 0.053 0.091
C -1.0169 -4.3021 3.5615 -0.718 1.237 -0.066 -0.043
C -1.2892 -3.0622 2.8497 0.314 1.234 -1.155 -0.270
N -1.5759 -2.1417 2.2118 0.109 -0.661 0.765 0.155
H -1.6157 -4.9772 2.9500 0.417 -0.845 0.601 0.091
H -1.4800 -4.0771 4.5222 0.031 -0.841 0.270 0.087
H 0.0481 -4.4998 3.6829 -0.235 -0.213 -0.265 0.095
C 0.9039 -0.7766 -3.8568 0.815 0.585 0.250 -0.078
C 0.7273 0.6257 -4.3021 -0.717 2.882 -1.634 -0.259
N 0.5706 1.7166 -4.7394 0.517 -3.816 1.719 0.134
H 1.9365 -0.8770 -3.5225 0.117 0.116 0.048 0.058
H 0.7950 -1.5024 -4.6627 -0.456 0.229 0.013 0.084
H 0.3024 -0.9953 -2.9744 -0.317 0.000 -0.331 0.047
C 0.1785 -0.3739 0.3654 -0.263 -0.478 0.077 -0.089
C -0.6768 0.2730 -0.6195 -0.052 0.435 -0.832 -0.237
N -1.3626 0.7134 -1.4385 0.649 -0.320 0.727 0.185
H 1.2405 -0.4302 0.1268 -0.101 0.494 -0.359 0.056
H -0.1865 -1.4009 0.3796 0.043 -0.007 0.408 0.047
H 0.0340 0.0824 1.3447 -0.046 -0.150 -0.090 0.030
C 4.4541 -1.0301 1.2044 0.243 -0.380 -0.505 -0.110
C 4.7692 -1.8183 2.3905 0.438 0.191 0.853 -0.310
N 5.0916 -2.4535 3.2977 -0.332 0.341 -0.597 0.120
H 3.6334 -1.5491 0.7094 -0.043 0.349 -0.200 0.070
H 5.3274 -1.0505 0.5524 -0.020 -0.230 -0.139 0.080
H 4.2347 0.0301 1.3308 -0.271 -0.308 0.593 0.051
C 1.8080 2.5779 1.7818 0.485 0.477 -0.363 -0.070
C 2.5898 3.7735 1.4346 0.849 2.153 -0.070 -0.271
N 3.2269 4.7275 1.2115 -1.280 -2.076 0.375 0.141
H 1.3898 2.1859 0.8547 0.104 -0.322 0.137 0.050
H 0.9833 2.7964 2.4601 0.142 0.145 0.007 0.077
H 2.5229 1.9010 2.2498 -0.375 -0.357 -0.094 0.055
C 4.8765 2.6325 -0.9841 0.352 0.272 0.279 -0.065
C 3.8997 1.5993 -1.2635 -3.047 -3.316 -1.158 -0.241
N 3.0897 0.7700 -1.5321 2.981 3.122 1.173 0.155
H 4.6568 3.4909 -1.6188 0.040 0.083 0.099 0.084
H 5.9036 2.3009 -1.1363 -0.140 -0.216 -0.349 0.088
H 4.8357 2.9295 0.0639 -0.288 0.136 -0.078 0.059
C -4.1843 1.4739 -1.3643 -1.101 -0.447 0.198 -0.109
C -5.6162 1.6943 -1.6405 -0.181 0.337 -0.562 -0.280
N -6.7208 1.9239 -1.8781 0.546 -0.242 0.223 0.118
H -3.9958 2.0049 -0.4312 0.603 0.070 -0.236 0.069
H -3.5398 1.7388 -2.2025 -0.165 0.352 0.376 0.047
H -4.0512 0.4058 -1.1925 0.163 0.006 0.091 0.067
```
Positions in Å, forces in eV/Å.

Its structure (SMILES) is CC#N.CC#N.CC#N.CC#N.CC#N.CC#N.CC#N.CC#N.CC#N.CC#N.CC#N.CC#N.

What did we get for energy relative to the best compared isomer or geometry (same formula, charge and spin)? Answer: 0.000 4.127 1.908 5.315 1.699 eV, in the order shown.